Record 1
98
Properties=species:S:1:pos:R:3:forces:R:3 method="wB97M-V/def2-TZVPD" spin_multiplicity=1 total_energy_ha=-3441.4244 largest_force_ha_per_bohr=0.02246 total_charge=+2 homo_lumo_gap_ha=0.223 e_homo_ev=-12.3
Mg -0.138 -0.028 -0.036 -0.41 0.10 -0.01
C -3.292 -3.387 -0.930 -0.06 0.10 0.03
C -2.071 -2.727 -0.865 0.01 -0.05 -0.04
N -1.997 -1.413 -0.682 0.02 0.18 -0.02
C -3.152 -0.744 -0.603 -0.17 -0.43 -0.01
C -4.368 -1.430 -0.573 0.17 0.20 -0.02
N -4.431 -2.739 -0.735 -0.11 -0.15 -0.04
C -3.050 0.722 -0.579 -0.09 0.30 -0.01
C -4.134 1.544 -0.836 0.06 0.02 0.05
C -3.970 2.928 -0.845 0.11 -0.19 0.01
C -2.695 3.424 -0.580 0.03 -0.03 -0.04
C -1.661 2.539 -0.332 -0.25 0.01 -0.11
N -1.826 1.210 -0.344 -0.07 0.16 -0.04
C -0.327 3.001 0.078 0.35 0.29 0.10
C 0.172 4.274 -0.206 -0.16 -0.18 0.04
N 1.294 4.711 0.335 0.11 0.18 0.01
C 1.935 3.901 1.169 -0.11 -0.06 -0.05
C 1.511 2.592 1.358 0.06 0.08 0.07
N 0.396 2.135 0.795 -0.16 -0.04 -0.10
C -5.109 3.818 -1.125 -0.19 0.18 -0.04
C -4.963 4.923 -1.957 0.05 -0.09 0.06
C -6.077 5.708 -2.217 0.03 0.00 0.00
N -7.273 5.468 -1.693 -0.10 0.08 0.00
C -7.407 4.424 -0.884 0.03 -0.02 0.00
C -6.364 3.564 -0.576 0.09 -0.02 -0.02
H -3.358 -4.450 -1.128 0.10 -0.01 0.04
H -1.145 -3.272 -0.977 0.01 -0.03 0.00
H -5.306 -0.916 -0.403 0.02 0.01 -0.03
H -5.102 1.124 -1.068 0.01 -0.01 0.00
H -2.531 4.491 -0.521 0.00 -0.01 0.01
H -0.334 4.936 -0.899 -0.02 0.00 0.05
H 2.810 4.297 1.668 0.03 -0.08 0.00
H 2.083 1.901 1.961 -0.02 -0.02 -0.02
H -4.011 5.148 -2.421 -0.03 0.03 -0.02
H -6.009 6.566 -2.876 0.04 -0.02 0.01
H -8.395 4.270 -0.465 0.02 -0.03 0.01
H -6.520 2.735 0.103 -0.03 0.01 0.00
C 5.414 -3.014 4.182 0.07 0.04 -0.30
S 6.362 -2.827 2.648 -0.04 -0.13 0.01
C 5.497 -4.019 1.563 0.10 0.36 0.10
C 4.572 -3.352 0.548 -0.05 -0.05 0.15
C 3.518 -2.481 1.222 0.32 -0.24 -0.23
N 2.581 -1.894 0.237 -0.43 0.22 0.28
P 2.551 -0.165 0.041 0.65 -0.46 -0.45
C 4.306 0.310 0.121 -0.31 0.07 0.14
C 4.800 0.888 1.289 -0.02 -0.02 -0.01
C 6.146 1.204 1.392 0.01 0.04 0.06
C 6.997 0.949 0.328 -0.02 -0.02 -0.02
C 6.507 0.373 -0.838 0.03 -0.01 -0.05
C 5.163 0.057 -0.948 -0.01 0.00 0.02
C 2.165 0.076 -1.736 -0.07 0.07 0.07
C 1.980 1.411 -2.121 -0.04 -0.04 0.04
C 1.658 1.727 -3.431 -0.02 0.00 -0.03
C 1.507 0.713 -4.369 0.01 0.06 0.00
C 1.696 -0.611 -3.998 -0.01 -0.02 -0.02
C 2.019 -0.932 -2.687 0.09 -0.01 0.00
P 0.959 -2.422 0.215 0.93 -0.46 0.50
C 1.153 -4.209 -0.089 -0.35 0.19 -0.22
C 1.325 -5.138 0.933 0.04 0.06 0.07
C 1.554 -6.471 0.625 0.01 -0.06 0.01
C 1.614 -6.884 -0.699 0.00 0.04 0.02
C 1.439 -5.962 -1.722 0.01 -0.02 -0.08
C 1.199 -4.632 -1.419 -0.03 0.02 0.05
C 0.277 -2.307 1.919 0.00 0.06 -0.08
C -0.819 -3.093 2.287 -0.05 0.03 0.03
C -1.484 -2.863 3.482 -0.01 -0.05 -0.07
C -1.073 -1.842 4.327 0.02 0.02 0.02
C 0.020 -1.061 3.982 -0.05 -0.01 0.07
C 0.687 -1.285 2.784 0.07 -0.08 0.02
H 5.932 -2.429 4.938 -0.04 0.00 0.04
H 5.400 -4.059 4.486 -0.01 0.01 0.06
H 4.396 -2.641 4.064 -0.02 -0.01 0.10
H 4.951 -4.711 2.206 0.02 -0.06 -0.03
H 6.277 -4.574 1.046 -0.06 -0.09 -0.02
H 4.073 -4.126 -0.043 0.02 0.02 -0.07
H 5.163 -2.735 -0.131 -0.03 0.01 -0.05
H 4.028 -1.689 1.773 -0.05 0.00 0.07
H 2.962 -3.081 1.948 -0.07 0.08 0.01
H 4.139 1.078 2.127 0.04 -0.02 0.01
H 6.531 1.645 2.302 -0.01 0.00 -0.01
H 8.047 1.199 0.405 0.00 -0.01 0.01
H 7.175 0.173 -1.664 -0.01 0.01 0.00
H 4.783 -0.386 -1.860 0.01 0.00 -0.02
H 2.150 2.206 -1.401 -0.04 0.02 -0.02
H 1.541 2.762 -3.726 0.01 0.00 0.00
H 1.261 0.959 -5.393 0.00 -0.01 0.00
H 1.609 -1.393 -4.741 -0.01 -0.01 0.03
H 2.210 -1.958 -2.405 -0.02 -0.05 0.01
H 1.289 -4.833 1.971 -0.03 0.02 0.01
H 1.682 -7.191 1.422 0.01 0.01 0.00
H 1.790 -7.925 -0.934 0.01 0.00 0.00
H 1.485 -6.280 -2.755 -0.02 -0.01 0.01
H 1.039 -3.921 -2.222 0.03 0.01 -0.03
H -1.145 -3.909 1.654 0.00 0.00 -0.05
H -2.319 -3.494 3.756 0.00 0.01 0.01
H -1.592 -1.670 5.261 0.01 0.01 0.00
H 0.366 -0.292 4.659 0.01 0.02 -0.03
H 1.566 -0.697 2.553 0.00 0.03 -0.01

Record 2
106
Properties=species:S:1:pos:R:3:forces:R:3 method="wB97M-V/def2-TZVPD" spin_multiplicity=4 total_energy_ha=-4990.3046 largest_force_ha_per_bohr=0.01190 total_charge=0 homo_lumo_gap_ha="0.194 / 0.186" e_homo_ev="-7.0 / -7.7"
Mn -0.812 -0.885 0.285 0.33 0.51 -0.06
C -5.944 3.240 0.311 0.01 0.00 0.00
C -5.346 3.759 1.461 0.00 0.01 0.00
C -4.230 3.155 2.031 -0.01 0.00 -0.03
C -3.752 2.021 1.407 -0.02 -0.02 0.03
C -2.582 1.171 1.673 -0.12 -0.06 -0.08
N -2.553 0.106 0.789 -0.14 -0.01 0.16
C -3.560 0.321 -0.094 -0.09 -0.07 -0.25
N -3.891 -0.360 -1.170 0.08 0.04 0.22
C -3.276 -1.512 -1.403 -0.01 0.01 -0.09
C -3.882 -2.510 -2.297 0.00 0.06 0.02
C -4.977 -2.458 -3.136 0.01 -0.04 0.00
C -5.299 -3.629 -3.813 0.00 0.00 -0.01
C -4.561 -4.799 -3.628 -0.01 -0.01 -0.01
C -3.474 -4.843 -2.762 -0.02 0.03 -0.02
C -3.150 -3.668 -2.114 0.06 0.01 0.03
C -2.106 -3.334 -1.136 0.03 -0.18 -0.08
N -1.345 -4.240 -0.622 0.05 0.12 0.16
C -0.445 -3.924 0.321 -0.18 -0.14 -0.12
N -0.306 -2.761 0.997 0.14 0.02 0.08
C 0.790 -2.913 1.820 -0.10 -0.17 -0.10
N 1.307 -2.048 2.677 -0.05 0.13 0.03
C 0.811 -0.856 2.828 0.18 -0.09 0.00
N -0.208 -0.277 2.095 -0.12 -0.07 0.13
C -0.626 0.784 2.786 0.05 0.04 0.01
N -1.737 1.506 2.588 0.09 0.03 0.01
C 0.223 1.017 3.956 -0.02 0.04 0.06
C 0.205 1.997 4.929 0.03 -0.02 -0.01
C 1.189 1.923 5.907 0.01 -0.01 0.01
C 2.136 0.895 5.909 0.00 0.02 0.01
C 2.129 -0.097 4.938 -0.02 0.02 -0.01
C 1.157 -0.004 3.959 0.00 0.02 0.01
C 1.354 -4.239 1.664 0.00 0.05 0.02
C 2.449 -4.861 2.247 0.01 -0.05 -0.03
C 2.721 -6.158 1.844 0.00 0.02 0.00
C 1.923 -6.811 0.894 0.01 0.00 0.00
C 0.831 -6.185 0.317 0.02 -0.01 0.03
C 0.564 -4.885 0.723 -0.02 0.00 0.00
N -2.167 -1.981 -0.828 -0.19 0.07 0.17
C -4.346 1.506 0.274 -0.02 -0.04 0.04
C -5.452 2.095 -0.306 0.01 0.01 0.03
H -6.806 3.743 -0.107 0.00 0.00 0.00
H -5.758 4.653 1.910 0.00 0.00 0.00
H -3.746 3.557 2.911 -0.01 0.00 0.00
H -5.549 -1.549 -3.259 0.00 0.00 0.00
H -6.138 -3.639 -4.497 0.00 0.00 0.00
H -4.846 -5.691 -4.171 0.00 0.00 0.00
H -2.903 -5.747 -2.606 0.00 0.00 0.00
H -0.527 2.792 4.911 -0.01 0.00 0.00
H 1.231 2.677 6.681 0.00 0.00 0.00
H 2.890 0.878 6.685 0.00 -0.01 0.00
H 2.852 -0.902 4.937 0.00 0.00 -0.01
H 3.066 -4.347 2.972 -0.01 0.01 0.00
H 3.571 -6.680 2.264 0.00 -0.01 0.00
H 2.173 -7.824 0.606 0.00 0.00 0.00
H 0.213 -6.679 -0.420 -0.01 0.01 0.00
H -5.899 1.686 -1.202 0.00 0.00 0.00
C -1.424 5.024 0.919 -0.01 -0.02 0.03
C -1.232 4.844 -0.573 0.02 0.03 0.03
C -2.442 4.244 -1.259 -0.05 -0.03 -0.02
O -0.041 4.100 -0.912 0.04 0.07 -0.16
P 0.635 2.796 -0.288 0.06 -0.16 -0.05
S 1.112 2.923 1.574 0.07 0.18 0.28
S -0.628 1.292 -0.880 -0.10 -0.20 -0.18
O 1.924 2.688 -1.219 -0.22 -0.01 -0.20
C 2.525 3.655 -2.113 0.12 0.01 0.13
C 2.910 4.920 -1.370 0.00 0.04 0.00
C 1.702 3.907 -3.364 -0.01 -0.04 0.01
H -2.297 5.659 1.082 0.00 0.01 -0.02
H -0.552 5.489 1.376 0.00 0.00 0.00
H -1.586 4.068 1.418 -0.01 0.01 -0.01
H -1.028 5.821 -1.019 -0.01 0.01 0.01
H -2.681 3.265 -0.844 0.02 0.07 -0.02
H -2.262 4.127 -2.328 0.01 -0.01 0.00
H -3.300 4.905 -1.118 -0.01 0.01 0.00
H 3.440 3.139 -2.412 0.02 0.00 0.01
H 2.030 5.517 -1.129 0.01 -0.02 0.00
H 3.578 5.521 -1.991 -0.02 0.00 -0.02
H 3.426 4.671 -0.443 0.01 0.00 0.00
H 0.858 4.562 -3.166 -0.05 0.02 0.04
H 1.328 2.970 -3.778 0.01 -0.01 0.02
H 2.342 4.381 -4.112 -0.01 0.00 0.01
C 2.756 0.329 -3.117 -0.01 -0.01 -0.03
C 3.767 0.186 -1.988 0.05 0.02 0.08
C 3.510 -0.951 -0.957 -0.03 0.01 -0.05
C 4.671 -0.968 0.040 0.00 0.03 0.02
C 4.581 -2.086 1.069 -0.02 0.00 0.06
C 3.475 -2.232 -1.751 0.02 -0.01 0.02
O 4.462 -2.839 -2.107 -0.03 0.04 -0.03
N 2.220 -2.618 -2.137 0.00 -0.03 0.02
C 1.010 -2.052 -1.732 -0.03 -0.14 0.07
O -0.001 -2.421 -2.304 0.21 0.15 -0.17
N 1.010 -1.196 -0.663 0.10 -0.11 -0.06
C 2.195 -0.651 -0.219 -0.04 0.00 -0.07
O 2.229 0.105 0.733 -0.06 -0.13 -0.06
H 3.031 1.177 -3.747 0.00 0.01 0.00
H 1.746 0.512 -2.745 0.00 0.00 0.02
H 2.737 -0.550 -3.763 0.00 -0.01 0.01
H 3.818 1.109 -1.407 -0.03 0.00 -0.01
H 4.759 -0.005 -2.404 0.01 0.02 0.01
H 4.674 0.000 0.541 0.01 -0.01 0.00
H 5.594 -1.054 -0.533 0.00 -0.05 0.00
H 3.666 -2.000 1.658 0.01 0.00 0.00
H 5.420 -2.031 1.765 0.01 -0.02 -0.02
H 4.605 -3.070 0.595 0.00 0.01 -0.01
H 2.139 -3.361 -2.815 0.00 0.01 -0.02